# C25H37GdN7O3S

A structure of composition C25H37GdN7O3S (ωB97M-V/def2-TZVPD, OMol25).

The multiplicity is 8. For the gap between HOMO and LUMO (spin up / spin down), the calculation gives 6.48 / 9.89 eV. The net charge is +3. The value obtained for the LUMO energy (spin up / spin down) is -10.907 / -7.503 eV.

Positions of all 74 atoms, in Å:
H  1.089  0.359  -3.433
H  1.420  1.986  2.699
C  2.279  2.632  -0.680
H  -1.653  -1.559  2.513
H  -0.176  -0.689  -4.059
H  0.239  -2.615  2.802
H  -1.110  -0.138  4.438
N  3.659  -0.465  4.028
N  1.617  -1.474  -1.362
H  -3.132  -0.715  2.990
H  2.605  -4.414  -3.671
H  -2.299  3.867  0.845
H  -0.746  4.618  0.415
C  -1.320  0.345  3.481
N  -0.600  0.247  -2.202
N  1.188  1.959  -1.080
H  -0.546  -3.413  0.749
H  1.505  -2.950  1.828
H  -1.398  3.158  2.900
O  -2.176  -0.045  1.266
H  -2.260  -0.455  -3.328
H  -1.875  1.263  3.673
H  0.441  2.129  4.170
O  -0.626  2.640  1.053
H  -1.602  2.084  -2.116
C  -0.708  1.664  -2.581
H  -4.230  0.112  0.979
H  2.813  2.233  0.173
C  2.029  4.267  -2.391
H  -3.492  -2.466  -3.007
C  2.857  -3.492  -1.743
H  3.623  4.271  -0.935
N  1.033  -2.199  2.327
H  -3.485  1.488  1.827
H  1.065  -2.632  -4.467
H  2.355  5.162  -2.904
C  -1.927  -0.388  -2.287
H  2.888  -2.292  0.035
C  -0.427  3.022  2.414
H  -2.646  0.247  -1.764
S  2.851  0.050  1.588
C  -2.869  -2.699  -2.154
C  1.468  -2.601  -3.463
C  2.784  -0.757  3.080
H  0.101  3.978  2.466
H  1.999  -2.289  4.163
O  -0.090  0.642  2.804
H  -3.647  -4.685  -1.904
C  2.472  -2.424  -0.957
H  4.373  0.222  3.839
H  -3.220  1.273  0.091
C  0.519  2.431  -2.145
N  1.886  -1.722  3.333
C  1.140  -1.557  -2.614
N  -1.173  -2.003  -0.618
C  0.349  -0.391  -3.147
C  -1.975  -1.759  -1.663
H  3.556  -4.224  -1.364
C  -1.241  -3.220  -0.060
C  2.733  3.778  -1.300
C  0.406  1.959  3.092
C  -2.128  -0.579  2.588
C  -2.951  -3.939  -1.543
H  -1.469  3.405  -0.655
H  -2.122  -5.169  0.021
H  0.342  3.917  -3.677
C  -3.348  0.750  1.035
C  -1.326  3.693  0.380
H  3.735  -0.980  4.893
H  -0.839  1.773  -3.662
Gd  0.279  0.002  0.271
C  2.333  -3.592  -3.023
C  -2.109  -4.208  -0.474
C  0.908  3.575  -2.820

# C4H5O5P

The ion C4H5O5P with charge -2 (ωB97M-V/def2-TZVPD, OMol25).

For the gap between HOMO and LUMO, the calculation gives 6.46 eV. The net charge is -2. The value obtained for the LUMO energy is 6.663 eV. Its SMILES is C[C@H]([O-])C(=O)[C@H]1O[P@]1(=O)[O-].

Positions of all 15 atoms, in Å:
H  0.527  0.533  1.107
H  -2.060  0.108  0.912
C  -2.109  -0.247  -0.087
P  -2.478  -1.980  -0.309
O  0.570  2.140  -1.160
O  -2.310  -2.558  -1.673
H  0.284  0.087  -1.680
C  0.063  0.893  -1.009
C  -1.512  0.649  -1.130
O  -3.506  -0.625  -0.335
C  0.883  0.176  0.208
O  -2.239  1.178  -1.959
O  -2.427  -2.928  0.879
H  0.711  -0.888  0.212
H  1.893  0.423  0.130

# H10O5

A cluster of 5 separate species, H10O5 in total (ωB97M-V/def2-TZVPD, OMol25).

The multiplicity is 2. For the gap between HOMO and LUMO (spin up / spin down), the calculation gives 10.79 / 3.12 eV. The net charge is +1. The value obtained for the LUMO energy (spin up / spin down) is -3.863 / -11.477 eV.

Positions of all 15 atoms, in Å:
O  -0.324  0.128  -3.130
H  0.301  0.376  1.333
O  -0.075  0.095  0.499
H  0.481  -4.138  0.399
H  0.948  1.960  3.282
O  1.136  1.141  2.825
O  -0.911  2.187  -1.084
H  -0.531  -0.721  0.705
H  -0.592  1.524  -0.472
H  -0.654  -3.326  -0.188
H  -0.229  0.981  -3.554
H  -0.832  0.309  -2.339
H  1.139  0.477  3.514
O  0.301  -3.373  -0.148
H  -0.158  2.380  -1.642

# C46H43O5P2RuSe

A structure of composition C46H43O5P2RuSe (ωB97M-V/def2-TZVPD, OMol25).

The multiplicity is 6. For the gap between HOMO and LUMO (spin up / spin down), the calculation gives 7.65 / 7.25 eV. The value obtained for the LUMO energy (spin up / spin down) is 0.456 / -1.031 eV.

Positions of all 98 atoms, in Å:
C  0.419  -4.499  0.981
H  3.083  1.833  -4.312
C  -0.237  0.412  2.799
H  2.977  4.195  -5.049
H  3.648  0.181  4.077
C  -2.670  -1.492  -0.041
Se  3.406  -0.319  -0.232
P  -0.075  2.415  -0.584
C  0.732  -1.571  3.478
H  -2.558  4.138  -1.312
C  3.154  -0.764  3.850
C  -1.652  2.206  -1.509
O  4.993  -0.204  -0.230
C  1.624  4.777  -3.485
Ru  0.832  0.027  0.777
H  1.088  -2.949  5.071
C  2.185  -3.865  -0.519
H  3.685  -1.228  3.014
H  -2.940  -0.356  -3.351
H  0.111  -3.616  3.771
H  3.929  -5.099  -0.489
H  3.235  -1.424  4.716
O  2.776  -1.332  0.920
H  -5.630  -3.123  -0.202
C  -0.468  -0.995  3.100
C  0.972  3.029  -1.955
C  0.910  4.560  0.812
H  2.602  -3.163  -1.233
C  1.148  0.666  3.034
O  -0.718  0.107  -1.917
C  -0.273  3.896  0.468
H  2.626  2.106  2.422
H  -4.533  3.571  -2.672
C  -2.653  3.145  -1.731
C  -3.702  -4.028  -0.474
C  0.524  -2.854  -4.509
H  -1.668  -4.655  -0.733
C  1.176  -5.579  1.418
H  1.824  1.089  -2.344
H  -4.708  -0.857  0.167
H  -2.040  1.284  1.958
C  1.751  2.122  -2.663
H  -2.265  -0.505  0.148
H  -4.103  -5.019  -0.641
H  1.113  2.821  2.985
C  2.409  3.867  -4.187
H  1.854  -3.403  3.547
H  -2.385  3.771  0.861
O  2.639  1.105  0.276
P  -0.018  -2.154  -0.457
C  -4.044  -1.692  -0.021
H  0.810  -4.019  -2.732
H  -2.553  -1.078  2.596
H  1.850  4.231  0.381
C  -0.305  6.031  2.276
C  -1.799  -2.554  -0.288
C  -1.464  4.302  1.065
C  0.907  -3.646  -0.001
H  -0.939  2.439  2.702
C  0.957  -2.963  3.984
H  0.850  -3.647  -5.168
C  1.734  -0.561  3.464
C  -1.766  0.968  -2.146
C  -1.340  1.432  2.786
C  0.500  -3.064  -3.136
H  -0.561  -4.328  1.407
H  3.026  -6.648  1.221
O  2.697  -0.741  -1.640
C  2.936  -4.945  -0.085
C  -1.814  -1.644  3.161
H  2.240  2.128  4.149
H  -1.918  1.381  3.714
C  -0.328  -0.850  -2.834
C  -3.879  1.567  -3.070
H  -2.416  5.669  2.412
H  0.779  -6.237  2.182
C  0.145  -1.624  -5.032
C  -0.288  -0.609  -4.192
C  0.903  4.359  -2.379
H  0.187  -1.451  -6.100
H  -0.586  0.357  -4.581
C  0.893  5.620  1.703
H  1.818  6.122  1.958
H  -2.163  -1.700  4.198
H  -0.320  6.860  2.973
H  -4.750  1.314  -3.661
H  0.294  5.073  -1.836
C  2.432  -5.808  0.882
C  1.818  2.007  3.148
C  -3.762  2.830  -2.505
C  -1.480  5.366  1.959
C  2.467  2.545  -3.777
C  -2.329  -3.824  -0.517
C  -2.875  0.625  -2.898
H  1.576  5.811  -3.801
C  -4.560  -2.961  -0.229
C  0.090  -2.053  -2.279
H  -1.805  -2.663  2.769

Max |F| values, unit eV/Å, following the record order: 0.52; 3.27; 2.61; 0.70.